i:
A cluster of 8 separate species, C6H25NO7 in total. Source: OMol25; level of theory: wB97M-V/def2-TZVPD.

Geometry as ORCA input:
```
! RIJCOSX wB97M-V def2-TZVPD def2/J DEFGRID3
* xyz 0 1
C 1.980 -1.814 0.000
C 1.899 -1.715 1.569
C 0.471 -2.035 1.917
C -0.583 -1.247 2.040
C -2.000 -1.612 2.198
C -2.852 -1.836 1.217
N 1.077 -0.940 -0.716
H 1.734 -2.872 -0.138
H 3.022 -1.772 -0.322
H 2.180 -0.697 1.831
H 2.504 -2.491 2.030
H 0.303 -3.108 1.937
H -0.468 -0.178 1.863
H -2.418 -1.364 3.170
H -2.567 -2.019 0.185
H -3.905 -2.060 1.351
H 0.142 -1.168 -0.391
H 1.303 0.027 -0.511
H 0.075 -1.475 -2.618
H -1.104 -1.662 -3.590
O -0.794 -1.115 -2.859
H 3.703 1.773 -1.502
H 2.784 2.147 -0.230
O 2.881 2.158 -1.195
H -0.914 2.695 -1.335
H -1.451 4.023 -0.770
O -1.581 3.076 -0.735
H -3.184 -0.357 -1.764
H -2.965 -1.810 -2.308
O -3.616 -1.175 -2.012
H 0.334 1.426 1.240
H -0.956 2.169 0.850
O -0.410 1.866 1.596
H 1.284 1.644 -2.202
H 0.110 0.636 -2.586
O 0.327 1.504 -2.231
H 2.350 3.226 1.582
H 2.136 1.857 2.330
O 2.419 2.270 1.510
*
```

Its SMILES is C=C/C=C/CCN.O.O.O.O.O.O.O. The HOMO energy comes out at -0.3439 Eh. The orbital gap comes out at 9.643 eV. As for the LUMO energy: 0.285 eV.



ii:
A cluster of 7 separate species, C6H25NO7 in total. Source: OMol25; level of theory: wB97M-V/def2-TZVPD.

Geometry as ORCA input:
```
! RIJCOSX wB97M-V def2-TZVPD def2/J DEFGRID3
* xyz 0 1
O 2.380 -1.478 -0.636
C 1.841 -2.341 0.027
N 0.606 -2.239 0.578
C 0.048 -0.943 1.030
C -1.470 -1.091 1.201
C -2.095 0.329 1.329
C -1.762 -1.893 2.488
C 0.867 -0.401 2.198
H 2.226 -3.373 0.042
H 0.229 -3.059 1.021
H 0.141 -0.325 0.130
H -1.938 -1.561 0.340
H -3.034 0.393 0.784
H -2.262 0.590 2.367
H -1.416 1.035 0.857
H -1.021 -2.685 2.595
H -2.698 -2.464 2.406
H -2.001 -1.252 3.332
H 0.974 -1.194 2.936
H 1.877 -0.195 1.856
H 0.288 0.383 2.666
H -2.906 2.613 -2.049
H -2.445 1.376 -1.226
O -3.021 1.654 -1.938
H -1.417 3.367 -0.955
H -0.556 3.109 -2.080
O -1.331 3.648 -1.856
H 0.767 -2.250 -3.597
H 0.339 -2.446 -2.102
O 0.648 -2.890 -2.896
H 2.785 0.013 -2.503
H 1.825 0.311 -3.586
O 2.209 0.732 -2.807
H 0.823 1.804 -0.366
H 0.871 1.223 -1.824
O 0.294 1.636 -1.146
H 2.440 3.710 0.478
H 3.543 2.652 0.650
O 3.351 3.503 0.258
*
```

Its SMILES is CC(C)[C@@H](C)NC=O.O.O.O.O.O.O. The HOMO energy comes out at -0.3792 Eh. The orbital gap comes out at 10.468 eV. As for the LUMO energy: 0.149 eV.



The data favor ii; the next most stable structure lies 21.6 kcal/mol above it.



i:
An isolated molecule of C4H10NOP. Source: OMol25; level of theory: wB97M-V/def2-TZVPD.

Geometry as ORCA input:
```
! RIJCOSX wB97M-V def2-TZVPD def2/J DEFGRID3
* xyz 0 1
C 1.536 -0.583 0.344
C 0.152 -1.038 -0.025
C 1.549 0.967 0.353
C -2.071 -0.292 -0.736
N -0.734 0.020 -0.395
O -0.688 2.575 -0.249
P -0.244 1.368 0.393
H 1.742 -1.050 1.295
H 2.416 -0.859 -0.325
H 0.087 -1.735 -0.920
H -0.290 -1.804 0.716
H 2.303 1.255 0.930
H 1.798 1.220 -0.637
H -2.624 0.734 -0.557
H -2.014 -0.591 -1.742
H -2.351 -1.211 -0.144
H -0.567 1.023 1.697
*
```

Its SMILES is CN1CCC[P@H]1=O. The HOMO energy comes out at -0.3331 Eh. The orbital gap comes out at 9.989 eV. As for the LUMO energy: 0.925 eV.



ii:
A structure of composition C4H10NOP. Source: OMol25; level of theory: wB97M-V/def2-TZVPD.

Geometry as ORCA input:
```
! RIJCOSX wB97M-V def2-TZVPD def2/J DEFGRID3
* xyz 0 1
C -2.135 0.550 0.637
C 1.265 1.226 0.820
C 1.968 1.095 -1.424
C -0.973 -2.246 0.250
N 0.991 1.409 -0.420
O -0.621 -1.504 -0.797
P -1.161 0.557 -0.750
H -2.237 -0.409 1.257
H -2.803 1.415 0.933
H 2.251 0.959 1.357
H 0.357 1.297 1.430
H 1.602 0.097 -1.731
H 1.743 1.842 -2.305
H 2.989 1.189 -0.970
H -0.116 -2.754 0.668
H -1.786 -2.958 -0.051
H -1.332 -1.766 1.096
*
```

The HOMO energy comes out at -0.3095 Eh. The orbital gap comes out at 8.613 eV. As for the LUMO energy: 0.192 eV.



The data favor i; the next most stable structure lies 94.7 kcal/mol above it.



i:
A cluster of 2 separate species, C3H8FNO in total. Source: OMol25; level of theory: wB97M-V/def2-TZVPD.

Geometry as ORCA input:
```
! RIJCOSX wB97M-V def2-TZVPD def2/J DEFGRID3
* xyz 0 1
C -1.826 0.988 0.637
C 1.691 -0.879 0.631
C -0.689 -0.148 -1.194
N -1.574 -0.148 -0.234
O 1.134 0.263 0.227
F -1.977 -1.348 0.305
H -1.325 1.791 -0.044
H -2.828 1.108 0.841
H -1.131 0.967 1.575
H 2.772 -0.751 0.733
H 1.604 -1.766 -0.192
H 1.316 -1.256 1.623
H -0.347 -1.050 -1.556
H -0.451 0.802 -1.713
*
```

The HOMO energy (spin up / spin down) comes out at -0.2754 / -0.2752 Eh. The orbital gap (spin up / spin down) comes out at 7.469 / 7.460 eV. As for the LUMO energy (spin up / spin down): -0.026 / -0.028 eV.



ii:
An isolated molecule of C3H8FNO. Source: OMol25; level of theory: wB97M-V/def2-TZVPD.

Geometry as ORCA input:
```
! RIJCOSX wB97M-V def2-TZVPD def2/J DEFGRID3
* xyz 0 1
C 0.095 0.227 0.517
C -0.793 -0.877 -0.065
C 1.541 -0.164 0.495
H -0.884 1.849 -0.325
H 0.082 1.060 -1.313
H -0.306 0.389 1.635
H -0.765 -1.755 0.578
H -0.468 -1.090 -1.092
H -2.141 0.241 -0.818
H 1.876 -0.929 1.128
H 2.115 0.758 0.670
N 0.036 1.438 -0.397
O -2.183 -0.462 -0.174
F 1.793 -0.684 -0.839
*
```

Its SMILES is N[C@@H](CO)CF. The HOMO energy comes out at -0.3691 Eh. The orbital gap comes out at 10.950 eV. As for the LUMO energy: 0.905 eV.



The data favor ii; the next most stable structure lies 118.9 kcal/mol above it.



i:
An isolated molecule of C2H3NOS2. Source: OMol25; level of theory: wB97M-V/def2-TZVPD.

Geometry as ORCA input:
```
! RIJCOSX wB97M-V def2-TZVPD def2/J DEFGRID3
* xyz 0 1
C 0.380 -1.560 0.428
C -0.008 0.578 -0.382
N 1.517 -1.253 0.814
O -0.492 -0.780 -0.262
S 1.707 0.666 -0.057
S -1.075 1.728 0.713
H -0.138 -2.512 0.581
H -0.343 0.951 -1.442
H -1.546 2.183 -0.394
*
```

Its SMILES is S[C@@H]1OC=NS1. The HOMO energy comes out at -0.3376 Eh. The orbital gap comes out at 8.524 eV. As for the LUMO energy: -0.663 eV.



ii:
An isolated molecule of C2H3NOS2. Source: OMol25; level of theory: wB97M-V/def2-TZVPD.

Geometry as ORCA input:
```
! RIJCOSX wB97M-V def2-TZVPD def2/J DEFGRID3
* xyz 0 1
C 0.234 -0.169 -0.749
C -0.063 1.337 1.108
H -0.008 -3.554 -1.045
H 0.530 0.788 -1.272
H -0.289 1.248 2.214
N 0.257 -1.324 -1.248
O -0.201 0.108 0.543
S -0.363 -2.558 -0.235
S 0.272 2.740 0.381
*
```

Its SMILES is S=CO/C=N\S. The HOMO energy comes out at -0.3390 Eh. The orbital gap comes out at 8.818 eV. As for the LUMO energy: -0.406 eV.



iii:
An isolated molecule of C2H3NOS2. Source: OMol25; level of theory: wB97M-V/def2-TZVPD.

Geometry as ORCA input:
```
! RIJCOSX wB97M-V def2-TZVPD def2/J DEFGRID3
* xyz 0 1
C 1.161 1.272 0.432
C -0.351 -1.109 -0.441
N 0.777 1.927 -0.496
O -2.455 0.256 0.666
S 0.930 -0.520 0.778
S -1.948 -0.192 -0.595
H 2.011 1.543 1.067
H 0.113 -1.031 -1.428
H -0.237 -2.145 0.017
*
```

The HOMO energy comes out at -0.2902 Eh. The orbital gap comes out at 4.979 eV. As for the LUMO energy: -2.916 eV.



The data favor ii; the next most stable structure lies 16.1 kcal/mol above it.



i:
An isolated molecule of C2H3NOS2. Source: OMol25; level of theory: wB97M-V/def2-TZVPD.

Geometry as ORCA input:
```
! RIJCOSX wB97M-V def2-TZVPD def2/J DEFGRID3
* xyz 0 1
C -0.302 1.561 0.255
C 0.026 -1.738 -0.398
H -0.481 2.125 1.173
H 1.294 0.275 1.091
H -0.168 -2.809 -0.936
N 0.745 0.541 0.133
O -0.825 1.934 -0.829
S 1.008 -0.493 -1.048
S -1.298 -1.397 0.559
*
```

Its SMILES is O=CNSC=S. The HOMO energy comes out at -0.3274 Eh. The orbital gap comes out at 8.217 eV. As for the LUMO energy: -0.693 eV.



ii:
An isolated molecule of C2H3NOS2. Source: OMol25; level of theory: wB97M-V/def2-TZVPD.

Geometry as ORCA input:
```
! RIJCOSX wB97M-V def2-TZVPD def2/J DEFGRID3
* xyz 0 1
C -0.721 -0.336 -0.222
C 0.332 -1.252 0.436
H 1.322 1.649 0.247
H -1.232 1.803 -0.238
H 0.282 -1.672 1.358
N -0.461 0.964 -0.059
O 0.987 1.193 -0.523
S -2.238 -0.989 -0.478
S 1.730 -1.360 -0.522
*
```

Its SMILES is ONC(=S)C=S. The HOMO energy comes out at -0.3144 Eh. The orbital gap comes out at 7.607 eV. As for the LUMO energy: -0.950 eV.



iii:
A structure of composition C2H3NOS2. Source: OMol25; level of theory: wB97M-V/def2-TZVPD.

Geometry as ORCA input:
```
! RIJCOSX wB97M-V def2-TZVPD def2/J DEFGRID3
* xyz 0 1
C -0.629 -0.375 0.118
C 0.069 0.431 -0.969
N -0.043 -0.372 1.286
O 1.595 0.294 0.938
S -2.061 -1.134 -0.181
S 1.241 1.446 -0.018
H 0.576 -0.263 -1.638
H -0.619 1.059 -1.528
H -0.128 -1.086 1.992
*
```

The HOMO energy (spin up / spin down) comes out at -0.3141 / -0.3141 Eh. The orbital gap (spin up / spin down) comes out at 7.264 / 7.265 eV. As for the LUMO energy (spin up / spin down): -1.284 / -1.283 eV.



iv:
A structure of composition C2H3NOS2. Source: OMol25; level of theory: wB97M-V/def2-TZVPD.

Geometry as ORCA input:
```
! RIJCOSX wB97M-V def2-TZVPD def2/J DEFGRID3
* xyz 0 1
C -1.126 -0.313 -0.002
C 1.220 0.851 0.576
H -0.398 -2.051 0.539
H 1.544 0.756 1.793
H 1.987 1.526 0.116
N -0.054 -1.190 0.159
O -2.210 -0.719 0.122
S 1.402 -0.694 -0.289
S -0.505 1.358 -0.210
*
```

The HOMO energy comes out at -0.3191 Eh. The orbital gap comes out at 8.977 eV. As for the LUMO energy: 0.293 eV.



The data favor iv; the next most stable structure lies 22.7 kcal/mol above it.



i:
A cluster of 2 separate species, C2H8NO3 in total. Source: OMol25; level of theory: wB97M-V/def2-TZVPD.

Geometry as ORCA input:
```
! RIJCOSX wB97M-V def2-TZVPD def2/J DEFGRID3
* xyz 1 1
O -0.007 0.569 -1.003
C -0.062 0.143 0.113
O -1.111 -0.205 0.807
C 1.199 -0.057 0.953
N 2.317 -0.043 -0.074
H -1.939 -0.170 0.246
H 1.366 0.763 1.630
H 1.185 -1.049 1.386
H 2.428 -0.949 -0.516
H 2.006 0.606 -0.810
H 3.225 0.299 0.254
H -3.441 0.794 -0.915
H -3.927 -0.577 -1.280
O -3.241 -0.124 -0.792
*
```

The HOMO energy comes out at -0.5677 Eh. The orbital gap comes out at 11.800 eV. As for the LUMO energy: -3.648 eV.



ii:
A cluster of 2 separate species, C2H8NO3 in total. Source: OMol25; level of theory: wB97M-V/def2-TZVPD.

Geometry as ORCA input:
```
! RIJCOSX wB97M-V def2-TZVPD def2/J DEFGRID3
* xyz 1 1
O -0.614 0.767 0.312
C 0.035 -0.198 0.021
O 0.947 -0.314 -0.907
C -0.160 -1.526 0.769
N -1.244 -1.250 1.789
H 1.012 0.462 -1.518
H 0.781 -1.562 1.329
H -0.446 -2.293 0.072
H -1.234 -2.164 2.261
H -2.210 -1.216 1.470
H -0.937 -0.499 2.406
H 1.564 2.958 -1.746
H 0.446 2.338 -2.572
O 0.989 2.192 -1.782
*
```

The HOMO energy comes out at -0.5477 Eh. The orbital gap comes out at 11.148 eV. As for the LUMO energy: -3.757 eV.



The data favor i; the next most stable structure lies 12.1 kcal/mol above it.